{
  "formula": "C28H57As2BCl3IrN5OS2Si",
  "method": "ωB97M-V/def2-TZVPD",
  "elements": ["Ir", "C", "N", "C", "C", "N", "B", "N", "C", "C", "N", "C", "C", "S", "C", "S", "H", "H", "H", "H", "H", "H", "H", "H", "H", "H", "H", "H", "C", "C", "As", "C", "C", "C", "C", "H", "H", "H", "H", "H", "H", "H", "H", "H", "H", "H", "H", "H", "H", "H", "C", "Si", "C", "C", "C", "C", "C", "C", "C", "C", "H", "H", "H", "H", "H", "H", "H", "H", "H", "H", "H", "H", "H", "H", "H", "H", "H", "H", "H", "H", "H", "C", "As", "C", "C", "O", "H", "H", "H", "H", "H", "H", "H", "H", "H", "Cl", "C", "Cl", "Cl", "C", "N"],
  "coordinates": [[-0.353934, 1.357213, 0.547308], [-2.867858, -2.698308, -0.876986], [-2.504133, -2.635783, 0.531727], [-3.288272, -3.125825, 1.543734], [-2.594660, -2.947855, 2.693900], [-1.399755, -2.349292, 2.393259], [-0.302853, -2.130603, 3.499512], [-0.125036, -0.645823, 4.013836], [0.684921, -0.464242, 5.111348], [0.644892, 0.843276, 5.460403], [-0.191217, 1.462295, 4.565924], [-0.607618, 2.857437, 4.634610], [-0.636137, 0.538749, 3.684540], [-1.733226, 0.893596, 2.388852], [-1.353997, -2.171508, 1.067445], [-0.152715, -1.250851, 0.193260], [-3.947984, -2.795747, -0.945983], [-2.402745, -3.554095, -1.356711], [-2.546592, -1.792851, -1.382235], [-4.245364, -3.578553, 1.353449], [-2.840360, -3.215931, 3.705549], [-0.674738, -2.760314, 4.451206], [0.750520, -2.508433, 3.095009], [1.202331, -1.289825, 5.567733], [1.113553, 1.375646, 6.269523], [0.158310, 3.420208, 5.162871], [-1.551716, 2.941978, 5.170027], [-0.733279, 3.253811, 3.632501], [-2.037878, 4.797603, 0.201167], [-3.072940, 3.686885, 0.119660], [-2.383053, 2.008959, -0.566953], [-3.897265, 0.819735, -0.274512], [-5.149441, 1.199970, -1.058533], [-2.226283, 2.172532, -2.504686], [-3.030480, 3.313272, -3.118215], [-2.481562, 5.696841, 0.628094], [-1.643269, 5.061598, -0.782051], [-1.200990, 4.501976, 0.832374], [-3.909854, 3.955526, -0.525791], [-3.478491, 3.448618, 1.104764], [-4.083078, 0.822442, 0.801105], [-3.559465, -0.179583, -0.535890], [-5.494349, 2.204621, -0.814675], [-5.963252, 0.516006, -0.816527], [-4.987571, 1.145882, -2.135449], [-2.542786, 1.204674, -2.900899], [-1.163014, 2.262500, -2.709300], [-4.094641, 3.238423, -2.897281], [-2.923399, 3.296752, -4.203238], [-2.683934, 4.286344, -2.769139], [2.595995, -0.836075, -1.092500], [1.589664, -2.382082, -0.810749], [0.990238, -3.076499, -2.461696], [0.107465, -2.036009, -3.167894], [0.240855, -4.400318, -2.280944], [2.213011, -3.320835, -3.369024], [2.384648, -3.528084, 0.456592], [3.508538, -4.300889, -0.260599], [1.395903, -4.540756, 1.044497], [3.037171, -2.677883, 1.560752], [3.349235, -1.023828, -1.861295], [3.100015, -0.522073, -0.178866], [1.937631, -0.029942, -1.420988], [-0.873473, -1.945454, -2.706006], [-0.037822, -2.335937, -4.209153], [0.560748, -1.040436, -3.172148], [-0.524913, -4.346931, -1.504229], [0.919800, -5.209109, -2.007078], [-0.245523, -4.686655, -3.218102], [2.730375, -2.391887, -3.617699], [1.868835, -3.757250, -4.310705], [2.939016, -4.010545, -2.941094], [3.125984, -4.995958, -1.008824], [4.048737, -4.896665, 0.480736], [4.236965, -3.638070, -0.735512], [1.043705, -5.245616, 0.290092], [0.530306, -4.063771, 1.499417], [1.890576, -5.120029, 1.829173], [3.894619, -2.122346, 1.177406], [3.414277, -3.344229, 2.341677], [2.344998, -1.974434, 2.026117], [3.538888, 2.820254, -0.909557], [1.932679, 2.718116, -1.952349], [2.369916, 1.913922, -3.634973], [1.343592, 4.506189, -2.303123], [0.657219, 1.860162, -1.278853], [4.339261, 3.183600, -1.554492], [3.792217, 1.830691, -0.534642], [3.397905, 3.519863, -0.091634], [3.029658, 2.588253, -4.180402], [1.452958, 1.761423, -4.201043], [2.870034, 0.961599, -3.473968], [2.164129, 5.085856, -2.725289], [1.020802, 4.957577, -1.365777], [0.514884, 4.479930, -3.008529], [1.212118, 4.989517, 1.781788], [2.858570, 2.971838, 2.549153], [3.963531, 4.130923, 3.072703], [3.292008, 1.338066, 2.713342], [1.614412, 3.302236, 1.936264], [0.824297, 2.390632, 1.540392]],
  "forces_ev_per_a": [[0.28, -0.08, 0.35], [0.00, 0.02, 0.02], [0.06, 0.02, 0.01], [0.02, -0.08, -0.01], [0.01, 0.00, 0.03], [0.01, 0.12, -0.03], [0.00, -0.07, 0.03], [0.06, 0.01, -0.02], [-0.02, 0.01, 0.04], [-0.03, -0.02, 0.01], [0.05, 0.02, -0.05], [0.00, -0.02, 0.04], [0.02, 0.03, 0.08], [-0.08, 0.02, -0.20], [-0.09, 0.05, 0.02], [-0.23, 0.31, -0.10], [0.00, 0.04, 0.00], [0.00, -0.05, 0.00], [0.02, 0.03, 0.00], [0.00, 0.01, 0.01], [-0.01, 0.02, -0.01], [0.00, -0.03, -0.03], [0.03, 0.01, -0.05], [0.00, 0.01, -0.01], [0.00, -0.01, -0.01], [0.00, 0.00, -0.02], [0.00, 0.00, 0.01], [0.01, 0.00, -0.05], [0.00, -0.01, 0.02], [0.08, 0.00, -0.05], [-0.03, -0.26, 0.00], [0.00, 0.08, 0.00], [-0.02, -0.01, 0.00], [-0.03, -0.05, 0.04], [0.00, 0.01, -0.03], [0.00, 0.01, -0.01], [0.00, -0.01, -0.01], [-0.07, 0.01, -0.04], [-0.01, 0.04, 0.02], [0.02, -0.01, 0.01], [0.01, 0.00, -0.01], [0.02, -0.07, 0.01], [0.00, 0.00, 0.00], [0.01, 0.00, 0.00], [0.01, 0.00, 0.00], [-0.01, 0.00, 0.00], [0.03, 0.02, 0.00], [0.01, 0.00, 0.00], [0.00, 0.00, 0.00], [-0.01, 0.00, 0.01], [-0.03, -0.01, -0.02], [0.07, 0.08, 0.05], [0.06, 0.04, 0.00], [-0.03, -0.05, -0.01], [-0.03, -0.01, -0.06], [0.04, 0.03, 0.00], [0.02, 0.02, -0.09], [0.01, -0.04, 0.02], [0.00, -0.03, 0.03], [-0.01, -0.04, 0.01], [0.02, 0.01, 0.02], [-0.03, 0.02, 0.03], [0.04, -0.05, -0.02], [-0.02, 0.00, 0.03], [-0.03, 0.00, 0.01], [0.03, -0.01, -0.01], [-0.01, -0.01, 0.00], [0.00, 0.01, -0.01], [0.00, 0.00, 0.02], [-0.01, -0.01, 0.00], [-0.01, 0.00, 0.01], [0.00, 0.01, 0.02], [-0.01, 0.01, 0.00], [0.01, 0.02, 0.00], [-0.01, -0.01, -0.02], [0.01, 0.02, 0.02], [-0.05, 0.02, 0.06], [0.00, 0.00, -0.02], [0.01, 0.00, -0.03], [-0.04, 0.02, 0.02], [0.03, -0.02, -0.04], [-0.04, -0.08, -0.06], [-0.07, 0.29, 0.00], [-0.02, 0.01, 0.06], [0.08, 0.01, 0.05], [0.08, -0.36, 0.00], [-0.02, -0.01, -0.02], [-0.01, 0.02, 0.05], [0.00, 0.03, 0.07], [0.00, -0.01, -0.01], [-0.01, 0.00, 0.00], [-0.01, 0.00, 0.01], [-0.01, 0.01, 0.00], [0.00, -0.01, 0.01], [-0.01, -0.02, 0.00], [0.08, 0.09, 0.00], [0.04, 0.04, 0.01], [-0.02, -0.01, 0.01], [-0.03, 0.03, 0.01], [-0.08, -0.14, 0.14], [-0.06, 0.02, -0.38]],
  "lowdin_spin": [0.04, 0.00, 0.00, 0.00, 0.00, 0.00, 0.00, 0.00, 0.00, 0.00, 0.00, 0.00, 0.00, 0.00, 0.00, 0.00, 0.00, 0.00, 0.00, 0.00, 0.00, 0.00, 0.00, 0.00, 0.00, 0.00, 0.00, 0.00, 0.00, 0.00, 0.00, 0.00, 0.00, 0.00, 0.00, 0.00, 0.00, 0.00, 0.00, 0.00, 0.00, 0.00, 0.00, 0.00, 0.00, 0.00, 0.00, 0.00, 0.00, 0.00, 0.00, 0.00, 0.00, 0.00, 0.00, 0.00, 0.00, 0.00, 0.00, 0.00, 0.00, 0.00, 0.00, 0.00, 0.00, 0.00, 0.00, 0.00, 0.00, 0.00, 0.00, 0.00, 0.00, 0.00, 0.00, 0.00, 0.00, 0.00, 0.00, 0.00, 0.00, 0.00, 0.00, 0.00, 0.00, 0.00, 0.00, 0.00, 0.00, 0.00, 0.00, 0.00, 0.00, 0.00, 0.00, -0.01, 0.42, 0.14, 0.10, 0.03, 0.28],
  "homo_lumo_gap_ev": [6.9, 7.1],
  "relative_energy_kcal_mol": 0.0,
  "e_tot_ha": -8516.8965,
  "spin_multiplicity": 2,
  "total_charge": 2
}

=====

{
  "formula": "C28H57AuGeN2S3Si3",
  "method": "ωB97M-V/def2-TZVPD",
  "elements": ["Au", "C", "C", "S", "C", "C", "S", "C", "C", "S", "H", "H", "H", "H", "H", "H", "H", "H", "H", "H", "H", "H", "N", "C", "H", "C", "Si", "C", "C", "Ge", "Si", "C", "C", "C", "Si", "C", "C", "C", "H", "H", "H", "H", "H", "H", "H", "H", "H", "H", "H", "H", "H", "H", "H", "H", "H", "H", "H", "H", "H", "H", "H", "H", "H", "H", "H", "C", "C", "C", "C", "C", "C", "C", "C", "C", "C", "C", "C", "N", "H", "H", "H", "H", "H", "H", "H", "H", "H", "H", "H", "H", "H", "H", "H", "H", "H"],
  "coordinates": [[-0.498319, 0.213445, 0.875616], [2.080497, -1.788636, -4.310376], [0.848332, -0.916829, -4.096603], [0.584728, -0.460359, -2.350610], [0.784031, 1.338303, -2.396622], [2.225259, 1.813976, -2.496281], [3.208561, 1.275359, -1.073392], [4.513400, 0.257893, -1.809486], [4.097291, -1.079988, -2.414399], [3.667685, -0.933373, -4.182800], [2.050338, -2.184753, -5.327117], [2.083125, -2.649202, -3.640802], [-0.043372, -1.440061, -4.441298], [0.935383, 0.006441, -4.670385], [0.338242, 1.692191, -1.464315], [0.184991, 1.738189, -3.218248], [2.227376, 2.905396, -2.519727], [2.694695, 1.457881, -3.411236], [5.186241, 0.081678, -0.967757], [5.069696, 0.857518, -2.531564], [3.245275, -1.494551, -1.878923], [4.927643, -1.782611, -2.338894], [-0.855871, 0.738360, 4.180320], [-0.101918, 1.038221, 3.283654], [-1.255036, -0.184842, 4.271381], [-2.742689, -1.842969, 2.728427], [-3.455639, -0.693018, 1.430960], [-3.655656, 1.083643, 1.968249], [-5.125173, -1.364531, 0.934419], [-1.955320, -0.832793, -0.757111], [-1.759925, -3.222967, -1.050016], [-0.741085, -3.904408, 0.365557], [-3.451950, -4.022627, -1.106982], [-0.875775, -3.599510, -2.655260], [-3.164598, 0.559604, -2.318738], [-2.589398, 0.172837, -4.057168], [-2.839399, 2.348528, -1.874572], [-5.002166, 0.212225, -2.235731], [-3.088313, -1.522679, 3.716691], [-1.653724, -1.893474, 2.721016], [-3.118558, -2.855682, 2.571446], [-4.152513, 1.103290, 2.943347], [-4.295441, 1.617553, 1.262405], [-2.718099, 1.630266, 2.057662], [-5.720522, -1.367115, 1.855919], [-5.085392, -2.386154, 0.565208], [-5.645587, -0.748030, 0.205693], [-1.300686, -3.939731, 1.300439], [0.156233, -3.301911, 0.527349], [-0.421541, -4.923320, 0.132101], [-3.930840, -4.045163, -0.128474], [-3.339381, -5.059426, -1.434859], [-4.124608, -3.525629, -1.808525], [0.148937, -3.226874, -2.639943], [-1.389912, -3.183237, -3.523347], [-0.830963, -4.684257, -2.784068], [-1.573135, 0.516365, -4.241642], [-3.249555, 0.676664, -4.768100], [-2.632057, -0.897679, -4.269234], [-1.779322, 2.544193, -1.710491], [-3.372407, 2.630963, -0.964275], [-3.181167, 3.005993, -2.678207], [-5.235653, -0.852719, -2.281698], [-5.481638, 0.693699, -3.092300], [-5.456489, 0.629854, -1.336500], [0.728568, 4.598433, 2.891728], [1.697014, 4.147295, 1.795001], [0.981118, 3.927975, 0.458939], [2.560532, 2.962977, 2.192492], [3.936423, 3.131935, 2.280017], [4.772200, 2.077419, 2.608115], [4.241770, 0.821055, 2.836063], [2.870116, 0.595416, 2.771901], [2.328147, -0.798671, 3.019277], [3.103005, -1.867181, 2.247048], [2.302093, -1.115179, 4.518066], [2.054526, 1.691180, 2.477522], [0.622851, 1.550989, 2.430320], [0.287092, 5.559014, 2.622395], [1.243755, 4.720212, 3.845138], [-0.087592, 3.889863, 3.032719], [2.400685, 4.969314, 1.641025], [0.266592, 3.104260, 0.515728], [1.699893, 3.710123, -0.333650], [0.429238, 4.826923, 0.178548], [4.356421, 4.109570, 2.078541], [5.840931, 2.233428, 2.671874], [4.903393, -0.001884, 3.074482], [1.297752, -0.845693, 2.647864], [4.106398, -2.005771, 2.651563], [3.188204, -1.600895, 1.192178], [2.588944, -2.827051, 2.321128], [3.316062, -1.103125, 4.921693], [1.881066, -2.106681, 4.695984], [1.715638, -0.384674, 5.076518]],
  "forces_ev_per_a": [[-0.06, 0.28, -0.34], [0.00, 0.00, 0.00], [-0.01, 0.04, -0.01], [0.01, -0.02, 0.01], [-0.02, 0.00, -0.02], [-0.02, 0.01, -0.01], [0.05, 0.00, 0.13], [0.00, 0.00, 0.00], [-0.01, 0.01, 0.01], [0.00, -0.01, 0.00], [0.00, 0.00, 0.00], [0.00, -0.01, 0.00], [0.00, -0.01, 0.01], [-0.01, 0.00, 0.00], [0.01, -0.01, 0.01], [-0.01, 0.00, 0.01], [0.00, 0.00, -0.02], [0.01, 0.00, 0.01], [-0.01, -0.01, 0.01], [0.01, -0.01, 0.00], [0.01, 0.00, 0.01], [0.01, 0.01, -0.01], [-0.11, 0.15, -0.15], [0.17, 0.09, 0.70], [0.09, -0.06, 0.09], [0.02, 0.03, 0.01], [0.14, 0.09, -0.04], [-0.01, -0.01, 0.02], [-0.03, 0.02, -0.01], [-0.07, -0.14, -0.01], [0.05, 0.01, 0.00], [0.02, 0.02, -0.01], [0.01, -0.01, 0.01], [-0.01, 0.02, -0.01], [0.03, 0.00, 0.02], [-0.01, -0.01, 0.01], [0.01, 0.00, 0.00], [-0.02, 0.03, 0.01], [0.00, -0.02, 0.01], [0.01, 0.04, 0.03], [0.00, 0.00, 0.00], [-0.02, 0.01, -0.01], [0.01, 0.00, -0.01], [-0.01, -0.01, 0.02], [0.00, -0.01, 0.00], [0.00, -0.02, -0.02], [0.02, -0.02, 0.04], [-0.01, 0.02, 0.02], [0.01, 0.00, -0.01], [-0.01, 0.00, 0.00], [-0.01, 0.00, 0.02], [0.00, 0.00, -0.01], [0.00, 0.00, 0.00], [-0.01, -0.02, -0.01], [0.01, 0.01, 0.00], [-0.01, 0.00, 0.00], [0.04, 0.00, -0.01], [0.00, 0.00, 0.00], [0.00, 0.00, 0.00], [0.01, 0.02, -0.01], [0.01, -0.01, 0.01], [-0.02, 0.00, 0.01], [0.00, 0.00, 0.00], [0.00, 0.00, -0.01], [0.01, 0.00, -0.02], [0.00, -0.01, 0.00], [0.00, 0.00, 0.01], [0.01, 0.02, -0.02], [0.02, -0.02, 0.00], [-0.01, 0.00, -0.02], [0.00, 0.00, -0.03], [0.01, 0.00, -0.02], [-0.04, 0.01, -0.05], [-0.03, -0.01, 0.05], [-0.01, 0.00, 0.00], [-0.01, -0.02, -0.02], [0.08, 0.07, 0.05], [-0.31, -0.57, -0.45], [0.00, 0.00, 0.00], [0.00, 0.00, 0.00], [0.00, 0.00, 0.00], [-0.01, 0.01, 0.00], [-0.01, 0.01, 0.01], [0.00, 0.00, 0.03], [0.00, 0.00, 0.00], [0.00, 0.00, 0.00], [0.00, 0.00, 0.01], [0.00, 0.00, 0.00], [0.00, 0.02, -0.02], [0.00, 0.01, -0.02], [0.01, 0.00, -0.02], [0.01, 0.00, 0.01], [0.00, 0.00, 0.00], [0.00, 0.00, 0.00], [0.00, 0.01, 0.01]],
  "lowdin_spin": [0.09, 0.00, 0.02, 0.10, 0.01, 0.00, 0.01, 0.00, 0.00, 0.00, 0.00, 0.00, 0.00, 0.00, 0.01, 0.00, 0.00, 0.00, 0.00, 0.00, 0.00, 0.00, 0.00, 0.00, 0.00, 0.02, 0.24, 0.02, 0.08, 0.29, 0.02, 0.00, 0.00, 0.00, 0.02, 0.00, 0.00, 0.00, 0.00, 0.00, 0.00, 0.00, 0.00, 0.00, 0.02, 0.00, 0.00, 0.00, 0.00, 0.00, 0.00, 0.00, 0.00, 0.00, 0.00, 0.00, 0.00, 0.00, 0.00, 0.00, 0.00, 0.00, 0.00, 0.00, 0.00, 0.00, 0.00, 0.00, 0.00, 0.00, 0.00, 0.00, 0.00, 0.00, 0.00, 0.00, 0.00, 0.01, 0.00, 0.00, 0.00, 0.00, 0.00, 0.00, 0.00, 0.00, 0.00, 0.00, 0.00, 0.00, 0.00, 0.00, 0.00, 0.00, 0.00],
  "homo_lumo_gap_ev": [8.3, 5.7],
  "relative_energy_kcal_mol": 0.0,
  "e_tot_ha": -5486.1207,
  "spin_multiplicity": 2,
  "total_charge": 1
}